1.
C20H31Br6NO11 | the ωB97M-V functional and the def2-TZVPD basis

Geometry as XYZ:
```
69
Properties=species:S:1:pos:R:3:forces:R:3:lowdin_charge:R:1
C 1.998716 -4.069130 -1.339446 0.692 0.215 0.166 -0.078
C 3.373211 -3.746308 -1.262460 -1.713 -1.169 -0.499 -0.043
C 4.278525 -4.802152 -1.297254 0.288 0.743 0.902 0.000
C 3.818268 -6.117004 -1.295967 0.250 1.182 0.427 -0.152
C 2.478555 -6.400645 -1.183498 0.000 -1.270 -0.479 -0.015
C 1.555544 -5.389365 -1.270915 -0.115 1.144 -0.107 -0.068
N 4.807809 -7.191196 -1.359076 0.032 -0.498 -0.497 -0.358
O 5.977466 -6.892838 -1.458321 0.201 0.284 0.213 0.080
O 4.398582 -8.334500 -1.399549 -0.238 -0.082 0.252 0.076
H 1.301003 -3.244955 -1.425386 -0.047 -0.239 0.096 0.008
H 3.578245 -2.687569 -1.238562 0.718 -0.085 0.039 0.104
H 5.323488 -4.590708 -1.117093 0.133 -0.217 -0.535 0.118
H 2.183893 -7.440076 -1.108770 -0.052 0.059 -0.072 0.122
H 0.494244 -5.589217 -1.327774 0.001 -0.143 0.167 0.107
C -0.735517 -5.097250 3.256761 0.405 -0.069 0.669 -0.065
C -1.508144 -5.157277 1.964995 0.099 -0.844 0.368 -0.204
O -2.781262 -4.542415 2.182652 -0.133 -0.235 -0.216 0.044
C -3.183025 -3.532806 1.428974 -0.022 0.615 0.931 -0.612
O -2.520914 -2.868735 0.686066 0.549 0.206 -0.805 0.079
O -4.437381 -3.281708 1.767051 -0.842 -0.945 0.099 0.017
C -5.091811 -2.179896 1.195289 0.207 1.979 0.118 -0.049
H -1.138334 -5.716812 4.060684 -0.454 0.068 -0.207 0.079
H -0.712840 -4.072331 3.630338 0.194 0.006 -0.073 0.082
H 0.283813 -5.475962 3.150685 0.032 0.263 -0.324 0.080
H -1.768863 -6.194537 1.739422 0.260 0.048 -0.217 0.127
H -0.918468 -4.740721 1.149343 -0.439 0.343 -0.088 0.114
H -5.032542 -2.092184 0.110636 0.115 -0.477 0.006 0.100
H -4.650680 -1.259802 1.606991 0.113 -0.123 -0.209 0.072
H -6.127584 -2.128944 1.522815 0.011 -0.685 -0.009 0.096
C -4.665786 3.793290 -4.055785 0.010 1.253 -0.323 -0.054
C -3.560385 4.722572 -4.561631 0.382 -0.712 -0.102 -0.203
O -2.362716 4.557688 -3.796412 0.331 0.658 0.576 0.020
C -1.401023 3.734605 -4.195036 -1.210 -0.465 -0.433 -0.648
O -1.502475 2.950823 -5.100553 0.319 -0.175 -0.385 0.125
O -0.374831 3.892554 -3.395670 0.653 0.055 0.753 0.005
C 0.778769 3.089510 -3.650998 0.143 0.213 -0.645 -0.056
H -5.509703 4.046694 -4.702625 -0.298 -0.344 0.265 0.078
H -4.895487 4.075483 -3.029032 -0.166 -0.116 0.022 0.076
H -4.466672 2.727400 -4.101084 0.322 0.029 -0.241 0.073
H -3.779506 5.779418 -4.420177 -0.425 -0.106 0.109 0.123
H -3.351844 4.586686 -5.624588 0.072 -0.254 0.082 0.123
H 1.148006 3.312516 -4.651803 0.117 0.062 0.025 0.100
H 0.589819 2.021078 -3.615797 -0.300 0.029 0.201 0.049
H 1.502947 3.394704 -2.903973 0.050 -0.087 0.041 0.090
C 4.679565 4.926704 4.395293 1.758 -0.173 -0.311 -0.062
C 4.117744 5.892445 3.362280 -0.853 0.690 1.435 -0.220
O 3.574987 5.217724 2.254496 0.912 -0.254 -1.048 0.039
C 2.354512 4.713974 2.267898 0.400 -0.113 -0.027 -0.621
O 1.491212 4.947003 3.058039 -0.561 0.167 0.489 0.141
O 2.265498 3.888176 1.222729 -0.146 -0.134 -0.370 0.014
C 0.935743 3.479715 0.930601 -1.057 0.064 0.591 -0.063
H 5.218956 5.453129 5.187539 -0.584 0.256 0.191 0.077
H 5.528246 4.390584 3.948920 -0.243 -0.077 -0.331 0.078
H 4.065404 4.136579 4.819094 -0.627 0.441 -0.083 0.079
H 4.870568 6.592974 3.002367 0.279 -0.496 -0.286 0.124
H 3.367104 6.572899 3.782870 -0.192 -0.412 0.140 0.123
H 0.291898 4.355683 0.818488 0.135 0.001 -0.336 0.106
H 0.484637 2.929125 1.763093 0.338 -0.121 0.056 0.082
H 0.904109 2.838126 0.055996 0.401 0.360 0.005 0.001
C -2.547279 1.991750 2.983929 -0.163 0.007 0.452 -1.578
Br -1.990211 2.778984 4.671479 -0.054 -0.140 -0.466 0.569
Br -4.499649 1.914516 2.912948 0.640 -0.257 -0.089 0.558
Br -1.637587 0.289452 2.711752 -0.473 0.341 -0.001 0.597
H -2.245400 2.645760 2.178685 0.068 0.017 0.037 -0.038
C -0.934712 -0.395333 -1.001785 -0.154 0.067 -1.095 -1.518
Br 0.795890 0.515674 -1.151236 -0.647 -0.639 0.262 0.643
Br -0.933853 -2.012004 -2.087897 0.031 0.333 0.344 0.625
Br -2.382798 0.722527 -1.677870 0.365 0.058 0.378 0.574
H -1.167694 -0.634138 0.026823 0.183 -0.099 0.007 -0.093
```
Forces are in eV/Å.

Calculated values
Charge   0
Multiplicity   1
E_LUMO   -0.5 eV
Energy relative to the best compared isomer or geometry (same formula, charge and spin)   0.00 kcal per mole

***

2.
C20H31IMnNOP2 | the ωB97M-V functional and the def2-TZVPD basis

Geometry as XYZ:
```
57
Properties=species:S:1:pos:R:3:forces:R:3:lowdin_charge:R:1
C -1.866734 -3.770536 -3.546066 0.218 -0.137 0.369 -0.204
I -1.138717 -1.920754 -2.365840 -2.654 -2.753 -3.876 1.217
H -2.949443 -3.640324 -3.543246 0.277 0.166 0.200 0.027
H -1.527297 -4.659968 -3.014239 -0.013 0.313 -0.019 0.026
H -1.429639 -3.666048 -4.540587 0.109 0.251 0.393 0.028
Mn -0.037441 -0.594672 -0.752155 0.187 2.165 3.460 -0.079
P -1.186302 -1.951210 0.882422 -0.303 -0.065 0.907 0.720
C -0.035469 -3.304793 1.304150 0.024 0.057 0.010 -0.221
C -1.539340 -1.141721 2.475744 -0.069 -0.057 0.049 -0.223
H -2.010488 -1.869484 3.150885 0.132 0.253 -0.095 0.070
H -3.012781 -3.460504 1.376977 0.090 0.174 -0.240 0.069
H -2.221826 -0.297218 2.311493 0.140 -0.254 0.135 0.049
H -3.548016 -2.099008 0.349546 0.141 -0.200 0.007 0.062
H 0.891787 -2.884398 1.716199 -0.194 -0.143 -0.084 0.043
H -0.611096 -0.764988 2.925449 -0.306 -0.156 -0.117 0.033
C -2.746751 -2.830725 0.516025 -0.061 0.111 -0.027 -0.277
H -0.511649 -3.952937 2.053745 0.196 0.127 -0.198 0.071
H -2.647697 -3.457571 -0.379036 -0.060 0.123 0.333 0.008
H 0.201450 -3.892847 0.407511 -0.041 0.089 0.240 0.054
P -0.081205 1.070619 -2.644259 -0.162 0.775 -0.731 0.728
C 1.386657 0.845381 -3.708970 0.108 0.009 0.185 -0.244
C -1.443995 1.012209 -3.873024 -0.092 -0.046 0.096 -0.303
H -0.980377 3.110863 -1.723626 0.231 0.005 -0.141 0.050
H 0.062517 3.433437 -3.150356 -0.013 -0.141 0.253 0.070
H 0.788025 3.050234 -1.550022 -0.169 0.040 -0.197 0.048
C -0.045508 2.842845 -2.230587 0.056 0.046 0.117 -0.233
H -2.396255 1.213453 -3.366450 0.150 -0.035 -0.158 0.057
H -1.275406 1.779601 -4.640599 -0.010 -0.185 0.223 0.067
H 1.367377 1.598833 -4.508569 0.036 -0.240 0.199 0.070
H 1.397324 -0.160226 -4.148303 0.004 0.243 0.072 0.052
H -1.499926 0.024459 -4.348531 0.020 0.461 0.037 -0.007
H 2.292519 0.980095 -3.102928 -0.134 -0.014 -0.252 0.058
C 1.577703 -1.244303 -1.333656 5.511 -3.320 -3.797 -0.254
O 2.389397 -1.806092 -1.966941 -3.008 2.315 2.648 0.141
C 3.338313 -0.772044 3.757590 -0.094 0.020 -0.100 -0.029
C 3.543419 -1.184446 2.434695 0.069 0.104 -0.163 -0.042
C 2.754910 -0.675038 1.405642 -0.116 -0.366 0.144 -0.022
C 1.665174 0.170749 1.697499 0.142 -0.033 -0.152 -0.286
C 1.490014 0.614232 3.028822 0.152 0.121 0.258 -0.026
C 2.327029 0.153945 4.038981 -0.038 0.073 -0.195 -0.033
N 0.738677 0.529699 0.713954 -0.367 0.068 0.104 0.006
C 0.140769 1.786040 0.876819 -0.166 0.244 0.037 -0.331
C -1.256549 1.949751 0.766785 0.376 0.221 -0.003 -0.054
C -1.809135 3.203105 1.037848 -0.119 -0.268 -0.208 -0.054
C -0.990649 4.296022 1.332986 0.273 0.006 0.121 -0.034
C 0.402695 4.141675 1.387216 -0.128 -0.141 -0.119 -0.033
C 0.964014 2.892477 1.165431 -0.018 -0.008 0.235 -0.030
H 3.978159 -1.156105 4.557433 -0.274 0.154 -0.317 0.127
H 4.342501 -1.894317 2.207334 -0.207 0.350 0.031 0.125
H 2.979637 -0.900837 0.361841 0.049 -0.065 0.545 0.083
H 0.691143 1.322642 3.262845 0.226 -0.360 -0.038 0.131
H 2.181856 0.528775 5.049888 0.036 -0.170 -0.175 0.124
H -1.871111 1.083610 0.493918 0.088 0.405 0.217 0.092
H -2.892937 3.330048 1.014849 0.328 -0.025 -0.025 0.123
H -1.432615 5.272627 1.536364 0.096 -0.320 -0.084 0.125
H 1.058655 4.982858 1.608204 -0.268 -0.143 -0.055 0.126
H 2.044635 2.732827 1.230903 -0.382 0.159 -0.059 0.138
```
Forces are in eV/Å.

Calculated values
<S²>   6.097
Charge   +2
Multiplicity   5
E_LUMO (spin up / spin down)   -7.8 / -8.0 eV